Formula: C25H23BaN9O3S
Source: the OMol25 dataset
Level of theory: ωB97M-V/def2-TZVPD

Total charge: 0
Energy above the lowest of the compared OMol25 structures with the same formula, charge and spin (kcal/mol): 46.6

Each line ends with the Mulliken charge.
Geometry (Å):
Ba (-0.876, -0.170, -0.794)  2.10
O (3.490, 0.794, -0.637)  -0.78
C (2.250, 0.802, -0.591)  -0.22
N (1.443, -0.058, 0.024)  -0.06
C (2.146, -1.118, 0.717)  -0.96
C (1.282, -1.822, 1.747)  0.56
C (1.882, -2.722, 2.630)  -0.76
C (1.110, -3.389, 3.555)  -0.33
C (-0.259, -3.143, 3.596)  -0.61
C (-0.772, -2.241, 2.692)  -0.44
N (-0.035, -1.592, 1.779)  0.08
C (1.523, 1.944, -1.317)  0.96
C (2.226, 2.670, -2.270)  -0.49
C (1.583, 3.697, -2.938)  -0.38
C (0.257, 3.986, -2.629)  -0.65
C (-0.366, 3.221, -1.663)  -0.19
N (0.239, 2.211, -1.018)  -0.66
H (3.053, -0.740, 1.199)  0.46
H (2.514, -1.881, 0.015)  0.23
H (2.953, -2.882, 2.576)  0.41
H (1.563, -4.089, 4.246)  0.42
H (-0.905, -3.636, 4.310)  0.40
H (-1.837, -2.020, 2.691)  0.42
H (3.259, 2.406, -2.445)  0.47
H (2.107, 4.273, -3.693)  0.42
H (-0.283, 4.784, -3.122)  0.44
H (-1.396, 3.420, -1.383)  0.37
N (-2.298, 2.825, -8.517)  -0.54
C (-2.115, 2.076, -7.365)  1.15
C (-1.123, 2.429, -6.446)  -0.86
C (-0.972, 1.716, -5.274)  -0.15
C (-1.815, 0.642, -5.010)  -0.78
C (-2.805, 0.272, -5.917)  -0.48
C (-2.947, 0.986, -7.088)  -0.81
S (-1.646, -0.207, -3.504)  1.88
O (-0.238, -0.082, -3.083)  -0.86
O (-2.078, -1.572, -3.673)  -0.75
N (-2.444, 0.555, -2.351)  -0.35
C (-3.809, 0.295, -2.195)  0.03
N (-4.561, 0.019, -3.270)  -0.32
C (-5.845, -0.235, -3.058)  -0.07
C (-6.413, -0.215, -1.798)  -0.70
C (-5.555, 0.090, -0.763)  -0.08
N (-4.256, 0.350, -0.920)  -0.50
H (-1.521, 3.379, -8.831)  0.22
H (-2.823, 2.399, -9.260)  0.22
H (-0.465, 3.264, -6.660)  0.30
H (-0.190, 1.974, -4.571)  0.41
H (-3.449, -0.569, -5.693)  0.46
H (-3.711, 0.701, -7.805)  0.27
H (-6.444, -0.463, -3.934)  0.42
H (-7.461, -0.420, -1.631)  0.36
H (-5.923, 0.130, 0.258)  0.40
N (-0.002, -3.433, -1.796)  0.33
C (0.392, -4.707, -1.607)  -0.32
C (-0.347, -5.196, -0.559)  -0.64
C (-1.179, -4.121, -0.184)  -0.63
N (-0.964, -3.049, -0.932)  -0.28
H (0.295, -2.795, -2.517)  0.08
H (1.150, -5.162, -2.224)  0.46
H (-0.297, -6.182, -0.127)  0.40
H (-1.913, -4.083, 0.607)  0.51

Formula: C33H45Cl2MoN2OP3S
Source: the OMol25 dataset
Level of theory: ωB97M-V/def2-TZVPD

Total charge: +2
Energy above the lowest of the compared OMol25 structures with the same formula, charge and spin (kcal/mol): 1.9
2S+1: 3

Each line ends with the Mulliken charge.
Geometry (Å):
P (1.091, 1.518, -4.608)  1.33
C (2.841, 1.735, -4.908)  0.61
C (3.447, 1.162, -6.040)  -0.01
H (2.872, 0.495, -6.685)  0.38
C (4.774, 1.465, -6.336)  -0.73
H (5.234, 1.038, -7.225)  0.44
C (5.504, 2.316, -5.501)  -0.48
H (6.539, 2.557, -5.741)  0.41
C (4.912, 2.858, -4.355)  -0.77
H (5.480, 3.516, -3.697)  0.41
C (3.583, 2.568, -4.048)  -0.77
H (3.105, 2.982, -3.157)  0.41
C (0.494, 0.100, -5.527)  0.13
C (1.084, -1.160, -5.296)  -0.20
H (1.939, -1.244, -4.620)  0.58
C (0.572, -2.289, -5.935)  -0.79
H (1.008, -3.267, -5.722)  0.46
C (-0.471, -2.159, -6.857)  -0.65
H (-0.848, -3.040, -7.378)  0.45
C (-1.023, -0.903, -7.120)  -0.80
H (-1.821, -0.794, -7.855)  0.46
C (-0.562, 0.225, -6.447)  -0.45
H (-0.991, 1.208, -6.653)  0.43
C (0.193, 3.023, -4.990)  0.47
C (0.526, 3.707, -6.175)  -0.54
H (1.314, 3.315, -6.821)  0.47
C (-0.148, 4.877, -6.514)  -0.63
H (0.109, 5.394, -7.437)  0.42
C (-1.145, 5.381, -5.673)  -0.57
H (-1.676, 6.294, -5.944)  0.41
C (-1.457, 4.723, -4.480)  -0.88
H (-2.229, 5.113, -3.816)  0.45
C (-0.780, 3.556, -4.121)  0.06
H (-0.974, 3.075, -3.158)  0.25
Mo (-0.167, 0.393, -0.232)  -1.78
C (-1.858, -0.865, -0.652)  -0.28
C (-2.293, -1.002, -1.936)  -0.11
H (-2.405, -1.377, 0.163)  0.60
C (-1.447, -0.295, -2.979)  1.57
O (-2.287, 0.657, -3.655)  -0.70
H (-1.746, 1.302, -4.151)  0.08
C (-0.297, 0.350, -2.242)  0.73
H (-1.040, -1.020, -3.716)  -0.44
C (0.780, 1.050, -2.576)  0.15
Cl (-0.505, -0.762, 1.996)  -0.47
Cl (2.192, 0.999, 0.439)  -0.53
P (1.375, -2.106, -0.278)  1.12
C (2.252, -2.562, 1.236)  -1.18
H (1.528, -2.919, 1.977)  0.34
H (2.756, -1.672, 1.632)  0.31
H (2.984, -3.342, 0.993)  0.45
C (0.348, -3.538, -0.699)  -1.18
H (-0.132, -3.365, -1.671)  0.11
H (-0.435, -3.645, 0.062)  0.31
H (0.976, -4.437, -0.739)  0.49
C (2.643, -2.053, -1.571)  -1.02
H (3.179, -1.098, -1.498)  0.32
H (2.166, -2.121, -2.557)  -0.04
H (3.332, -2.892, -1.417)  0.57
P (-3.848, -1.767, -2.444)  1.48
C (-4.435, -2.792, -1.108)  -1.28
C (-3.464, -2.718, -3.916)  -1.16
H (-4.618, -2.180, -0.215)  0.44
H (-3.701, -3.574, -0.871)  0.38
H (-5.376, -3.264, -1.425)  0.43
H (-3.087, -2.056, -4.707)  0.23
H (-4.373, -3.227, -4.262)  0.49
H (-2.696, -3.468, -3.680)  0.38
C (-4.987, -0.440, -2.817)  -1.27
H (-5.128, 0.174, -1.919)  0.42
H (-5.950, -0.860, -3.135)  0.47
H (-4.550, 0.183, -3.606)  0.32
H (1.609, 1.359, -1.947)  0.05
S (-1.185, 2.356, 0.406)  -0.53
C (-0.871, 2.557, 2.117)  0.27
N (-1.880, 2.406, 2.982)  -0.08
C (-1.636, 2.125, 4.402)  -0.48
C (-0.412, 2.896, 4.841)  -0.61
C (0.756, 2.580, 3.934)  -0.51
N (0.363, 2.842, 2.545)  -0.01
H (-2.741, 2.054, 2.571)  0.27
H (-1.490, 1.043, 4.540)  0.26
H (-2.527, 2.434, 4.954)  0.37
H (-0.159, 2.636, 5.871)  0.34
H (-0.622, 3.969, 4.809)  0.29
H (1.057, 1.525, 4.035)  0.26
H (1.620, 3.213, 4.153)  0.38
H (1.103, 2.761, 1.844)  0.18

Formula: C5H9F
Source: the OMol25 dataset
Level of theory: ωB97M-V/def2-TZVPD

Total charge: 0
Energy above the lowest of the compared OMol25 structures with the same formula, charge and spin (kcal/mol): 56.1
SMILES: CC1(F)CCC1

Each line ends with the Mulliken charge.
Geometry (Å):
C (-0.248, 1.866, 0.057)  -1.30
C (-0.157, 0.396, 0.000)  1.01
F (-1.158, -0.193, 0.858)  -0.40
C (-0.142, -0.361, -1.182)  -0.62
C (0.709, -1.484, -0.399)  -0.50
C (0.978, -0.362, 0.570)  -0.84
H (0.837, 1.917, -0.283)  0.32
H (-1.251, 2.437, -0.465)  0.27
H (-0.106, 2.068, 1.100)  0.40
H (0.645, 0.196, -1.871)  0.20
H (-1.032, -0.566, -1.806)  0.35
H (-0.007, -2.224, -0.036)  0.24
H (1.697, -2.091, -0.864)  0.25
H (1.966, 0.150, 0.568)  0.34
H (0.832, -0.484, 1.658)  0.31

Formula: C2H2BrN2P
Source: the OMol25 dataset
Level of theory: ωB97M-V/def2-TZVPD

Total charge: 0
Energy above the lowest of the compared OMol25 structures with the same formula, charge and spin (kcal/mol): 23.9

Each line ends with the Mulliken charge.
Geometry (Å):
C (1.194, 0.109, -0.001)  -0.22
C (-0.188, 0.628, 0.029)  -0.18
N (1.057, -1.143, -0.137)  0.47
N (0.625, -2.193, -0.046)  -0.53
P (-1.376, -0.564, 0.021)  -0.03
Br (-3.026, 0.928, 0.083)  -0.27
H (2.157, 0.595, 0.178)  0.34
H (-0.445, 1.639, -0.127)  0.44

Formula: C20H40F4N6O4P2S
Source: the OMol25 dataset
Level of theory: ωB97M-V/def2-TZVPD

Total charge: 0
SMILES: O=C1C=CC(=O)C(C(F)(F)C(F)F)=C1S.CN(C)P(=O)(N(C)C)N(C)C.CN(C)P(=O)(N(C)C)N(C)C
DFT total energy (Eh): -2895.742060

Each line ends with the Mulliken charge.
Geometry (Å):
O (1.172, -9.413, -2.558)  -0.51
C (0.923, -8.385, -1.983)  0.21
C (2.015, -7.664, -1.277)  -0.51
C (1.787, -6.413, -0.896)  -0.51
C (0.494, -5.732, -1.168)  0.16
O (0.462, -4.530, -1.073)  -0.31
C (-0.705, -6.540, -1.595)  0.08
C (-2.102, -5.924, -1.606)  0.69
F (-2.098, -4.629, -1.214)  -0.29
F (-2.520, -5.909, -2.900)  -0.29
C (-3.177, -6.633, -0.712)  0.02
F (-2.655, -7.581, 0.086)  -0.24
F (-4.132, -7.169, -1.507)  -0.22
C (-0.469, -7.793, -1.993)  0.56
S (-1.738, -8.906, -2.576)  -0.17
H (2.969, -8.139, -1.105)  0.42
H (2.581, -5.861, -0.413)  0.45
H (-3.695, -5.875, -0.121)  0.29
H (-1.676, -8.732, -3.910)  0.19
C (3.878, 0.483, -0.155)  -0.87
N (4.008, 0.105, -1.543)  0.12
C (5.253, 0.611, -2.101)  -1.13
P (2.749, 0.014, -2.704)  0.70
O (3.260, -1.121, -3.555)  -0.81
N (1.308, -0.774, -2.095)  0.16
C (1.315, -1.432, -0.795)  -1.00
C (0.709, -1.695, -3.065)  -1.01
N (2.104, 1.631, -2.391)  0.13
C (1.008, 1.881, -1.475)  -0.85
C (1.819, 2.312, -3.672)  -1.05
H (3.750, 1.568, -0.015)  0.32
H (4.788, 0.195, 0.377)  0.40
H (3.074, -0.039, 0.353)  0.17
H (5.218, 1.701, -2.258)  0.34
H (5.467, 0.137, -3.060)  0.33
H (6.093, 0.384, -1.443)  0.35
H (2.161, -2.120, -0.672)  0.30
H (0.394, -1.998, -0.654)  0.33
H (1.314, -0.711, 0.025)  0.19
H (1.216, -2.665, -3.083)  0.22
H (0.741, -1.282, -4.073)  0.40
H (-0.340, -1.863, -2.810)  0.35
H (0.082, 1.392, -1.792)  0.28
H (0.812, 2.955, -1.431)  0.51
H (1.232, 1.590, -0.451)  0.08
H (0.962, 1.861, -4.192)  0.36
H (2.687, 2.248, -4.336)  0.34
H (1.612, 3.372, -3.516)  0.35
C (-0.642, 4.702, 4.803)  -0.90
N (-0.360, 4.163, 3.494)  0.17
C (0.921, 4.655, 3.006)  -1.06
P (-1.487, 3.870, 2.220)  0.79
O (-0.804, 2.607, 1.715)  -0.80
N (-2.956, 3.092, 2.779)  0.16
C (-3.062, 2.604, 4.147)  -1.10
C (-3.409, 2.025, 1.882)  -1.10
N (-2.176, 5.505, 2.337)  0.01
C (-3.342, 5.816, 3.140)  -0.91
C (-2.371, 6.071, 0.983)  -1.09
H (-0.817, 5.790, 4.794)  0.31
H (0.218, 4.520, 5.453)  0.40
H (-1.476, 4.210, 5.294)  0.17
H (0.866, 5.715, 2.710)  0.32
H (1.251, 4.077, 2.140)  0.23
H (1.693, 4.549, 3.768)  0.37
H (-2.208, 1.982, 4.445)  0.32
H (-3.973, 2.013, 4.258)  0.39
H (-3.179, 3.419, 4.862)  0.26
H (-2.863, 1.089, 2.043)  0.33
H (-3.283, 2.307, 0.836)  0.35
H (-4.472, 1.834, 2.046)  0.35
H (-4.248, 5.295, 2.817)  0.30
H (-3.525, 6.891, 3.062)  0.42
H (-3.172, 5.622, 4.197)  0.24
H (-3.181, 5.564, 0.442)  0.36
H (-1.454, 5.966, 0.395)  0.33
H (-2.600, 7.136, 1.033)  0.37

> Among the records above, which one has the highest total charge?

C33H45Cl2MoN2OP3S